# C21H26N3S

A 2-piece molecular cluster, C21H26N3S overall (ωB97M-V/def2-TZVPD, the OMol25 dataset).

energy above the lowest of the compared OMol25 structures with the same formula, charge and spin = 0.6 kcal per mole
charge = +1
LUMO level = -4.553 eV
gap between HOMO and LUMO = 5.5 eV
HOMO energy = -0.368 Eh

Cartesian coordinates (Å):
C  0.83519  2.58118  -3.22385
N  1.55902  2.41613  -1.94466
C  3.00155  2.47923  -1.98153
C  3.76488  1.30304  -2.09889
C  5.15569  1.36277  -2.24913
C  5.81263  2.59345  -2.29018
C  5.05555  3.76544  -2.27238
C  3.66069  3.70879  -2.15929
C  0.77342  2.02575  -0.94161
H  1.53832  2.60932  -4.05680
H  0.16687  1.72311  -3.35382
H  0.22838  3.49445  -3.22448
H  3.25496  0.34405  -2.08171
H  5.72897  0.43819  -2.32137
H  6.89898  2.63920  -2.36451
H  5.55133  4.73474  -2.34437
H  3.07102  4.61900  -2.19333
H  1.16631  1.98402  0.06656
H  -0.29020  1.89021  -1.16344
C  -0.05936  1.79622  2.59422
C  -0.06383  0.31519  2.94926
C  1.12711  -0.09684  3.81590
C  -0.14634  -0.57307  1.69731
C  -0.42236  -1.98296  2.15415
C  -1.15803  -2.80132  1.14359
N  -2.32135  -2.03159  0.71276
C  -3.44167  -2.65544  0.17063
C  -4.40545  -1.74821  -0.29303
C  -5.58146  -2.26144  -0.86786
C  -5.74024  -3.64815  -1.02244
C  -4.73565  -4.52855  -0.58995
C  -3.57252  -4.02418  0.01193
S  -3.78064  -0.11130  -0.16650
C  -2.24399  -0.66930  0.56395
N  -1.18166  0.01679  0.79411
H  0.81254  2.03487  1.97313
H  -0.96724  2.02187  2.01873
H  -0.03496  2.43369  3.49104
H  -0.99249  0.10337  3.51725
H  2.05238  -0.11268  3.21503
H  1.28180  0.58934  4.66334
H  0.98597  -1.10467  4.23714
H  0.81748  -0.52893  1.14478
H  0.49988  -2.49679  2.44299
H  -1.02200  -1.93116  3.07259
H  -0.51345  -3.07395  0.28587
H  -1.52726  -3.73017  1.58176
H  -6.35438  -1.57077  -1.20998
H  -6.63506  -4.05245  -1.49992
H  -4.84004  -5.60297  -0.72701
H  -2.76930  -4.68650  0.32398

---

# C5H15N3

The molecule C5H15N3 (ωB97M-V/def2-TZVPD, the OMol25 dataset).

energy above the lowest of the compared OMol25 structures with the same formula, charge and spin = 26.3 kcal per mole
LUMO level = 1.108 eV
gap between HOMO and LUMO = 10.2 eV
HOMO energy = -0.333 Eh
structure (SMILES) = NCCCCNCN

Cartesian coordinates (Å):
C  -1.16317  -1.60691  -1.66712
C  -0.03976  -1.66562  -0.65765
C  0.95014  -0.49859  -0.74893
C  0.38714  0.79558  -0.18823
N  0.55437  0.84137  1.26324
C  0.02266  2.07985  1.80474
N  0.06027  2.04905  3.26514
N  -0.64910  -2.12401  -2.96799
H  -1.69538  -0.67820  -1.87131
H  -1.87775  -2.37171  -1.35017
H  0.43679  -2.64197  -0.69005
H  -0.47582  -1.62133  0.31513
H  1.82140  -0.70583  -0.12488
H  1.28130  -0.36679  -1.78143
H  0.94162  1.63026  -0.61517
H  -0.64120  1.03692  -0.49822
H  0.00652  0.09006  1.67600
H  0.62518  2.90112  1.40639
H  -1.02057  2.23399  1.49215
H  0.45137  2.90070  3.62978
H  0.61389  1.27601  3.60807
H  0.07915  -1.48663  -3.27923
H  -1.37668  -2.04538  -3.67069

---

# C4H14N2O

A 2-piece molecular cluster, C4H14N2O overall (ωB97M-V/def2-TZVPD, the OMol25 dataset).

energy above the lowest of the compared OMol25 structures with the same formula, charge and spin = 33.2 kcal per mole
LUMO level = 0.881 eV
gap between HOMO and LUMO = 10.0 eV
HOMO energy = -0.335 Eh
structure (SMILES) = CCCNCN.O

Cartesian coordinates (Å):
C  -1.46909  -1.95859  -0.31058
C  -1.75618  -0.79235  0.66151
C  -1.12441  0.54510  0.29330
N  0.36424  0.58554  0.38957
C  0.88661  1.56246  -0.52991
N  2.08338  2.21616  0.01908
H  -1.35671  -1.46586  -1.27945
H  -0.49064  -2.35817  -0.05806
H  -2.22350  -2.73430  -0.27908
H  -1.53193  -1.11284  1.68496
H  -2.84267  -0.61135  0.73407
H  -1.36116  0.76925  -0.75183
H  -1.53589  1.34443  0.90245
H  0.63160  0.83196  1.33395
H  0.25538  2.46809  -0.69737
H  0.84862  1.13139  -1.55103
H  2.29919  2.96292  -0.63313
H  2.88296  1.58971  -0.04830
H  2.13937  -2.30948  -0.23906
H  1.52757  -0.93309  -0.08016
O  1.77327  -1.73098  0.43907

---

# C3H8O3

A 2-piece molecular cluster, C3H8O3 overall (ωB97M-V/def2-TZVPD, the OMol25 dataset).

energy above the lowest of the compared OMol25 structures with the same formula, charge and spin = 18.1 kcal per mole
LUMO level = 0.718 eV
gap between HOMO and LUMO = 11.0 eV
HOMO energy = -0.376 Eh
structure (SMILES) = COC(C)=O.O

Cartesian coordinates (Å):
O  -0.65860  -1.74618  -2.00066
O  0.60206  -1.32197  -0.22156
C  0.15940  -2.07366  -1.19711
C  0.00000  0.00000  0.00000
C  0.90859  -3.40091  -1.35950
H  0.17916  0.66119  -0.86449
H  0.48115  0.44360  0.88787
H  -1.08669  -0.05681  0.18022
H  0.28218  -4.20747  -1.77624
H  1.27117  -3.71464  -0.36616
H  1.77866  -3.25362  -2.02122
O  0.75478  -3.04593  -4.77130
H  0.73470  -2.06932  -4.88997
H  1.56723  -3.21488  -4.24249

---

# C43H83ClNO3

A 4-piece molecular cluster, C43H83ClNO3 overall (ωB97M-V/def2-TZVPD, the OMol25 dataset).

charge = +1
LUMO level = -3.819 eV
gap between HOMO and LUMO = 7.3 eV
HOMO energy = -0.409 Eh

Cartesian coordinates (Å):
C  -6.35203  -2.29627  2.70130
C  -5.43265  -3.06129  2.72651
C  -4.27649  -3.92045  2.92033
N  -3.52150  -4.13619  1.65156
C  -3.25209  -3.08119  0.87136
C  -2.52109  -3.21436  -0.29324
C  -2.13874  -2.06030  -1.18521
C  -3.19945  -0.98716  -1.44900
C  -3.58117  -0.05029  -0.27519
C  -2.51188  0.22507  0.79784
C  -1.46509  1.30988  0.48477
C  -0.26733  0.83409  -0.34963
C  -0.46897  0.97018  -1.88271
C  0.69232  1.67129  -2.57847
C  1.82633  0.74052  -3.02766
C  1.41162  -0.39572  -3.98088
C  1.91231  -1.80178  -3.62684
C  1.58327  -2.34943  -2.21494
C  2.81970  -2.46100  -1.32590
C  2.62073  -3.25384  -0.02824
C  3.78488  -2.95154  0.92169
C  3.94161  -3.91451  2.10013
C  2.69046  -4.12100  2.96646
C  2.04807  -2.82370  3.50060
C  0.51966  -2.76149  3.33581
C  -0.27690  -2.69294  4.66339
C  -2.08762  -4.50052  -0.61435
C  -2.35925  -5.59724  0.19661
C  -1.85496  -6.97477  -0.17577
C  -1.76091  -7.97178  0.96995
C  -0.67076  -7.61474  1.97939
Cl  -1.38327  -9.57526  0.26020
C  -3.09575  -5.37248  1.34215
H  -7.22355  -1.68407  2.67687
H  -3.58557  -3.47682  3.63715
H  -4.57145  -4.89702  3.29513
H  -3.63745  -2.13382  1.21023
H  -1.24448  -1.60078  -0.75937
H  -1.82436  -2.48698  -2.13717
H  -4.11063  -1.46914  -1.80949
H  -2.82733  -0.38258  -2.27255
H  -4.47622  -0.43672  0.21591
H  -3.85534  0.91300  -0.70400
H  -3.05622  0.57672  1.67999
H  -1.98422  -0.67589  1.11504
H  -1.94319  2.19336  0.06317
H  -1.07351  1.61857  1.45846
H  0.01483  -0.17889  -0.06099
H  0.57886  1.47546  -0.09008
H  -0.63526  -0.02063  -2.31006
H  -1.38894  1.53134  -2.05751
H  1.12207  2.38454  -1.87210
H  0.34396  2.25139  -3.43514
H  2.56136  1.35184  -3.55202
H  2.33551  0.35894  -2.13829
H  1.84804  -0.16135  -4.95308
H  0.33283  -0.41680  -4.14465
H  2.99281  -1.81571  -3.76841
H  1.45053  -2.48604  -4.33942
H  1.15512  -3.34864  -2.31411
H  0.87139  -1.68488  -1.71722
H  3.62165  -2.94024  -1.89142
H  3.18195  -1.46445  -1.06034
H  2.64378  -4.32390  -0.25475
H  1.66125  -3.01393  0.43898
H  4.69140  -3.05700  0.31994
H  3.74091  -1.91488  1.25581
H  4.74423  -3.53618  2.73816
H  4.25254  -4.89129  1.72429
H  1.97534  -4.69992  2.37799
H  2.98143  -4.73706  3.81753
H  2.52881  -1.94400  3.07567
H  2.26239  -2.78185  4.56910
H  0.22367  -1.92221  2.70739
H  0.17839  -3.65459  2.80651
H  -1.03440  -1.91093  4.62549
H  -0.80346  -3.62844  4.85783
H  0.37821  -2.51242  5.51192
H  -1.51240  -4.65062  -1.52024
H  -0.83710  -6.84043  -0.55261
H  -2.43686  -7.37282  -1.00626
H  -2.71153  -8.12068  1.47680
H  0.30079  -7.91727  1.59886
H  -0.85003  -8.14521  2.91279
H  -0.65735  -6.54586  2.19696
H  -3.35525  -6.15729  2.03397
C  4.31706  2.08274  3.50189
C  5.21054  1.54527  2.39648
O  4.54212  0.68386  1.49143
C  3.45857  1.25959  0.78129
C  3.84688  2.42366  -0.11286
H  3.80531  1.26355  4.00992
H  4.91406  2.62931  4.23231
H  3.55567  2.76427  3.11822
H  6.00742  0.94088  2.83020
H  5.69471  2.36713  1.85748
H  2.65987  1.55796  1.46966
H  3.06113  0.44881  0.16615
H  4.16568  3.29173  0.46611
H  2.99290  2.72776  -0.72035
H  4.66764  2.14168  -0.77432
C  -0.40799  4.82586  -0.35286
C  0.43935  4.72720  0.90390
O  1.83376  4.73606  0.65418
C  2.34112  5.90080  0.02394
C  2.13794  7.17298  0.82811
H  -0.09736  4.07085  -1.07534
H  -1.46199  4.67429  -0.11690
H  -0.31996  5.79951  -0.83545
H  0.24857  3.77337  1.40062
H  0.16667  5.51242  1.61776
H  1.91856  6.00826  -0.98151
H  3.40820  5.71389  -0.10116
H  1.08393  7.44615  0.90072
H  2.66193  8.00245  0.35325
H  2.52267  7.04966  1.84126
C  -3.32070  8.61721  -3.07298
C  -2.25046  7.55006  -3.22412
O  -2.69243  6.24209  -2.90291
C  -3.74921  5.73640  -3.69759
C  -3.40834  5.61692  -5.17354
H  -3.77393  8.56567  -2.08216
H  -2.88339  9.60653  -3.20727
H  -4.11588  8.50547  -3.81158
H  -1.43373  7.75257  -2.53014
H  -1.82186  7.57385  -4.23215
H  -4.65609  6.33567  -3.55958
H  -3.96104  4.74590  -3.29199
H  -3.27662  6.59311  -5.64192
H  -4.21103  5.10311  -5.70307
H  -2.48312  5.05442  -5.30723

---

# C22H43NO18

A 7-piece molecular cluster, C22H43NO18 overall (ωB97M-V/def2-TZVPD, the OMol25 dataset).

energy above the lowest of the compared OMol25 structures with the same formula, charge and spin = 38.3 kcal per mole
LUMO level = 0.629 eV
gap between HOMO and LUMO = 10.4 eV
HOMO energy = -0.360 Eh
structure (SMILES) = COC(=O)OC.COC(=O)OC.COC(=O)OC.COC(=O)OC.COC(=O)OC.COC(=O)OC.CCCC#N

Cartesian coordinates (Å):
C  11.44100  -2.80300  -16.20400
O  12.54200  -1.95500  -16.76400
C  13.74900  -1.75800  -16.13600
O  13.93100  -2.14100  -14.69700
O  14.79400  -1.07200  -16.71200
C  16.07400  -1.23200  -16.27900
H  11.22200  -3.60800  -16.94000
H  10.60400  -2.06000  -15.95200
H  11.65200  -3.29700  -15.23400
H  16.64900  -1.57200  -17.08900
H  16.36900  -1.84900  -15.40400
H  16.36000  -0.23000  -16.03000
C  14.98700  -3.27200  -11.71200
O  14.70600  -2.19400  -10.82500
C  15.55300  -2.01200  -9.80100
O  16.52500  -2.92100  -9.37700
O  15.45700  -0.82500  -9.23800
C  16.37500  -0.35500  -8.33000
H  15.66500  -3.18000  -12.53000
H  14.08800  -3.52300  -12.27400
H  15.22500  -4.11800  -11.07800
H  15.95400  0.25000  -7.53600
H  17.12400  0.32500  -8.78600
H  16.93200  -1.14300  -7.83100
C  13.76300  0.50200  -12.70600
O  14.03900  1.88000  -12.63800
C  14.06900  2.58400  -11.52700
O  14.05000  2.02800  -10.24600
O  14.09300  3.89600  -11.62100
C  14.39200  4.64200  -10.49200
H  13.21100  0.20400  -11.83800
H  14.71800  -0.02500  -12.79400
H  13.30100  0.32500  -13.64600
H  13.96100  5.64500  -10.64000
H  15.40400  4.71200  -10.24400
H  13.85300  4.34100  -9.65100
C  19.70200  3.07000  -8.12300
O  18.62500  3.75900  -8.76100
C  18.71900  4.93600  -9.47600
O  19.94000  5.53300  -9.73300
O  17.59500  5.45500  -10.00600
C  17.62500  6.62200  -10.83300
H  20.19400  2.48100  -8.91500
H  19.33800  2.34400  -7.46100
H  20.56900  3.65900  -7.77700
H  18.14400  7.45600  -10.39200
H  16.62200  6.92400  -11.12300
H  18.13100  6.45400  -11.77300
C  15.23300  6.59900  -13.80100
O  15.99500  5.43300  -13.48300
C  15.85600  4.26200  -14.21200
O  14.72100  4.09400  -15.21100
O  16.77400  3.26600  -13.91100
C  16.66800  2.11300  -14.69100
H  14.17500  6.44000  -13.82000
H  15.63600  6.80800  -14.79100
H  15.50000  7.43100  -13.13700
H  17.44200  1.40800  -14.46400
H  16.74500  2.24700  -15.79100
H  15.68700  1.67300  -14.38400
C  21.86200  0.40900  -6.32400
O  21.40100  -0.94900  -6.26600
C  20.50800  -1.32200  -7.13200
O  19.80100  -0.36400  -7.88300
O  20.29800  -2.59700  -7.14600
C  19.52000  -3.12600  -8.25500
H  22.80700  0.46600  -5.71500
H  21.11200  0.98600  -5.75900
H  21.89700  0.94100  -7.27500
H  18.58400  -2.59400  -8.30300
H  19.29500  -4.12900  -8.01000
H  20.18100  -3.14600  -9.11000
C  18.64700  2.40800  -11.67700
C  18.91600  1.16500  -10.85500
C  18.08100  -0.03400  -11.24000
C  18.35500  -0.50900  -12.62500
N  18.52700  -0.87400  -13.71400
H  19.52600  3.12200  -11.66700
H  17.62000  2.75600  -11.42100
H  18.60100  1.98800  -12.66000
H  18.72300  1.38400  -9.83000
H  19.99600  0.93200  -10.99400
H  16.99100  0.18700  -11.17200
H  18.26500  -0.85000  -10.54800

---

Question: The lowest gap between HOMO and LUMO belongs to which entry?
Answer: C21H26N3S